{"formula": "C2H4O3S2", "method": "the ωB97M-V functional and the def2-TZVPD basis", "de_lowest_kcal_mol": 76.84, "energy_ev": -29948.08943, "charge": 0, "orbital_gap_ha": 0.359, "elements": ["O", "O", "O", "S", "C", "C", "S", "H", "H", "H", "H"], "xyz": [[-1.6477, -0.7476, 1.1628], [1.5533, 0.5854, -1.4434], [1.6437, 0.7500, 1.0936], [-1.3440, -0.6186, -0.2789], [-0.8374, 1.1043, -0.2120], [0.4072, -1.2379, -0.0429], [0.8807, 0.4461, -0.1018], [-1.0032, 1.5290, 0.6848], [-1.0848, 1.6526, -1.1041], [0.6326, -1.6151, 0.9990], [0.7998, -1.8482, -0.7570]]}

{"formula": "C3H5ClN2S", "method": "the ωB97M-V functional and the def2-TZVPD basis", "de_lowest_kcal_mol": 35.09, "energy_ev": -29527.70554, "smiles": "NN(C=S)/C=C/Cl", "charge": 0, "orbital_gap_ha": 0.316, "elements": ["C", "C", "C", "H", "H", "H", "H", "H", "N", "N", "S", "Cl"], "xyz": [[1.3132, -0.9462, -0.0429], [-0.8642, 0.2416, -0.0746], [-1.6178, -0.8482, 0.0371], [0.9034, 2.1501, -0.7204], [0.9574, 1.9233, 0.9451], [0.6734, -1.7716, 0.0839], [-1.3516, 1.1798, -0.2776], [-1.3093, -1.8966, 0.0524], [1.1833, 1.5382, 0.0505], [0.5658, 0.2131, -0.0525], [2.9481, -1.1217, -0.0051], [-3.4017, -0.6619, 0.0042]]}

{"formula": "C3H6I2O", "method": "the ωB97M-V functional and the def2-TZVPD basis", "de_lowest_kcal_mol": 99.25, "energy_ev": -21452.64881, "charge": 0, "orbital_gap_ha": [0.260, 0.251], "elements": ["C", "C", "C", "O", "I", "I", "H", "H", "H", "H", "H", "H"], "xyz": [[1.0631, -0.6525, 0.5223], [-0.8697, -0.7260, -1.1747], [0.0227, 0.0327, -0.3405], [-0.7589, 2.4312, 1.3115], [-1.8570, -2.3099, 0.0790], [0.1321, 2.0312, -0.4843], [0.6371, -0.8035, 1.4613], [1.8249, 0.0319, 0.4594], [1.5317, -1.4681, 0.0656], [-1.5225, -0.1243, -1.7385], [-0.2729, -1.3666, -1.7989], [0.0695, 2.9239, 1.6378]]}